11
Properties=species:S:1:pos:R:3:forces:R:3:lowdin_charge:R:1 method="wB97M-V/def2-TZVPD" e_above_lowest_ev=0.392 orbital_gap_ev="11.6 / 6.9" multiplicity=2
O 0.277863 -0.170406 0.470550 -0.3 -0.6 0.5 0.031
H -0.428921 -0.229153 1.146993 0.1 0.2 0.1 0.088
O -1.202195 0.976474 -1.423781 0.6 -0.6 1.9 -0.044
H -1.439755 1.516095 -0.652660 -0.6 0.8 -0.7 0.044
H -0.637292 0.382141 -0.859674 -0.2 0.0 -1.7 -0.008
O 1.408371 2.254835 0.462181 -0.1 -0.9 0.2 -0.068
H 2.250215 1.808328 0.611346 0.3 0.5 0.0 0.035
H 0.846032 1.456483 0.390979 0.1 1.0 -0.2 -0.039
O -0.674416 -2.892790 0.057317 0.3 0.6 0.2 -0.062
H -0.392924 -2.026714 0.411993 -0.1 -0.9 -0.4 -0.018
H -0.006977 -3.075293 -0.615244 -0.1 -0.1 0.0 0.042